[1]
Formula: C2F3GaNO3S2
Source: the OMol25 dataset
Level of theory: wB97M-V/def2-TZVPD

Geometry as ORCA input:
```
! wB97M-V def2-TZVPD RIJCOSX def2/J DEFGRID3
* xyz 0 2
N 0.30 1.20 1.51
S 0.05 2.57 0.43
S 0.48 -0.20 0.84
C 2.02 -0.15 -0.32
F 1.80 0.25 -1.57
F 2.96 0.63 0.21
F 2.52 -1.39 -0.37
O -2.58 -2.13 0.96
C -2.68 -1.27 0.18
O -3.20 -0.34 -0.34
O -0.57 -0.40 -0.37
Ga -1.10 1.23 -1.19
*
```

The calculation puts the HOMO-LUMO gap (spin up / spin down) at 8.94 / 5.84 eV. For the LUMO energy (spin up / spin down), the calculation gives 0.00 / -3.02 eV.

Here are the natural (NBO) charges for atoms 1 to 5, given in e: -0.99, -0.05, 1.32, 0.76, -0.32

***

[2]
Formula: C2F3NO4PdS2
Source: the OMol25 dataset
Level of theory: wB97M-V/def2-TZVPD

Geometry as ORCA input:
```
! wB97M-V def2-TZVPD RIJCOSX def2/J DEFGRID3
* xyz 0 3
Pd 1.18 1.09 -0.13
N 2.11 -0.53 0.16
S 3.55 0.10 -0.55
O 2.98 1.62 -0.66
S -0.94 0.71 0.89
O -0.28 1.96 0.27
O -0.16 -0.56 0.43
C -2.34 0.50 -0.35
F -3.37 1.21 0.09
F -1.99 0.91 -1.55
F -2.68 -0.77 -0.41
O 1.59 -2.82 0.26
C 1.60 -1.65 0.42
*
```

The calculation puts the HOMO-LUMO gap (spin up / spin down) at 7.60 / 6.07 eV. For the LUMO energy (spin up / spin down), the calculation gives -0.79 / -2.13 eV.

Here are the natural (NBO) charges for atoms 1 to 5, given in e: 1.06, -0.86, 0.75, -0.90, 1.42

***

In kcal/mol, the energy above the lowest of the compared OMol25 structures with the same formula, charge and spin values for the records above are, in order, 0.0, 2.7.